# 1
{
  "formula": "C2HClFN3",
  "method": "the ωB97M-V functional and the def2-TZVPD basis",
  "symbols": ["C", "C", "N", "N", "N", "F", "Cl", "H"],
  "coordinates": [[-0.660, -0.391, -0.856], [1.034, 0.513, 0.461], [-1.324, -0.561, 0.227], [0.547, 0.284, -0.714], [-1.347, -0.640, 1.378], [2.196, 1.235, 0.373], [-1.335, -0.815, -2.380], [0.890, 0.375, 1.511]],
  "homo_energy_ha": [-0.31766, -0.31766],
  "total_charge": 0,
  "homo_lumo_gap_ha": [0.29256, 0.29253]
}

=====

# 2
{
  "formula": "C30H82O11",
  "method": "the ωB97M-V functional and the def2-TZVPD basis",
  "symbols": ["C", "C", "C", "O", "H", "H", "H", "H", "H", "H", "H", "H", "C", "C", "C", "O", "H", "H", "H", "H", "H", "H", "H", "H", "C", "C", "C", "O", "H", "H", "H", "H", "H", "H", "H", "H", "C", "C", "C", "O", "H", "H", "H", "H", "H", "H", "H", "H", "C", "C", "C", "O", "H", "H", "H", "H", "H", "H", "H", "H", "C", "C", "C", "O", "H", "H", "H", "H", "H", "H", "H", "H", "C", "C", "C", "O", "H", "H", "H", "H", "H", "H", "H", "H", "C", "C", "C", "O", "H", "H", "H", "H", "H", "H", "H", "H", "C", "C", "O", "H", "H", "H", "H", "H", "H", "C", "C", "O", "H", "H", "H", "H", "H", "H", "C", "C", "O", "H", "H", "H", "H", "H", "H"],
  "coordinates": [[3.641, 6.434, 0.179], [2.506, 5.653, -0.250], [2.289, 5.771, -1.791], [2.524, 4.270, 0.053], [4.588, 6.092, -0.271], [3.777, 6.388, 1.256], [3.481, 7.476, -0.120], [1.562, 6.118, 0.198], [3.035, 5.261, -2.370], [2.265, 6.802, -2.091], [1.251, 5.389, -2.096], [3.335, 4.019, 0.526], [-2.735, -5.283, 2.347], [-2.860, -6.190, 1.171], [-4.109, -5.802, 0.269], [-1.628, -6.161, 0.420], [-1.839, -5.627, 2.860], [-3.465, -5.434, 3.063], [-2.605, -4.237, 2.004], [-3.017, -7.198, 1.571], [-4.191, -6.474, -0.532], [-4.136, -4.772, -0.074], [-5.022, -5.974, 0.775], [-1.234, -5.311, 0.546], [2.393, -3.461, -2.864], [1.165, -2.783, -3.348], [0.112, -3.764, -3.882], [0.533, -2.069, -2.228], [2.163, -4.152, -1.994], [3.183, -2.856, -2.532], [2.921, -4.082, -3.641], [1.414, -2.004, -4.138], [0.428, -4.355, -4.774], [-0.853, -3.207, -4.123], [-0.193, -4.399, -3.076], [1.225, -1.502, -1.797], [-1.686, -1.291, 4.919], [-0.355, -2.039, 4.758], [0.834, -1.164, 5.220], [-0.476, -3.236, 5.573], [-1.731, -0.371, 4.317], [-1.860, -1.046, 5.960], [-2.463, -1.961, 4.570], [-0.217, -2.332, 3.666], [1.311, -0.458, 4.492], [1.730, -1.857, 5.498], [0.569, -0.646, 6.198], [-0.680, -2.918, 6.483], [0.513, 2.389, 1.977], [-0.620, 1.924, 2.897], [-1.169, 2.895, 3.881], [-1.761, 1.511, 2.088], [1.159, 1.559, 1.585], [1.224, 3.038, 2.522], [0.194, 2.911, 1.086], [-0.450, 0.944, 3.450], [-0.553, 3.007, 4.802], [-2.108, 2.481, 4.259], [-1.302, 3.925, 3.527], [-1.409, 0.789, 1.513], [-3.011, -1.445, 1.108], [-1.814, -1.329, 0.232], [-2.318, -0.658, -1.086], [-0.814, -0.590, 1.014], [-2.746, -1.842, 2.102], [-3.762, -2.045, 0.564], [-3.490, -0.491, 1.301], [-1.448, -2.391, 0.065], [-2.872, -1.324, -1.731], [-1.435, -0.313, -1.650], [-2.954, 0.202, -0.784], [-0.044, -0.529, 0.455], [1.034, 2.559, -3.281], [1.512, 1.309, -2.516], [2.659, 0.573, -3.302], [2.062, 1.678, -1.225], [0.140, 2.945, -2.758], [0.843, 2.263, -4.299], [1.728, 3.300, -3.132], [0.707, 0.532, -2.332], [2.851, -0.390, -2.837], [3.596, 1.153, -3.155], [2.451, 0.446, -4.337], [1.757, 2.572, -0.951], [-1.183, -0.296, -5.716], [-2.434, -0.771, -5.065], [-3.407, 0.333, -4.671], [-3.015, -1.608, -6.108], [-0.745, 0.529, -5.119], [-1.488, 0.314, -6.630], [-0.542, -1.110, -5.879], [-2.244, -1.347, -4.195], [-2.972, 1.007, -3.895], [-4.393, 0.015, -4.314], [-3.611, 0.954, -5.559], [-3.700, -2.152, -5.759], [4.312, 0.603, 3.496], [4.772, 2.039, 3.316], [3.753, 2.864, 2.714], [3.931, 0.126, 2.620], [3.463, 0.627, 4.182], [5.147, 0.045, 3.967], [5.644, 2.128, 2.649], [5.029, 2.517, 4.274], [2.944, 2.652, 3.171], [-2.413, 2.860, -1.288], [-3.614, 3.267, -0.443], [-3.216, 3.614, 0.850], [-1.753, 2.198, -0.711], [-1.808, 3.755, -1.498], [-2.668, 2.375, -2.225], [-4.346, 2.436, -0.379], [-4.148, 4.123, -0.872], [-2.813, 2.807, 1.213], [2.694, -2.491, 0.815], [2.476, -1.051, 0.836], [1.599, -0.675, -0.248], [3.217, -2.899, 1.694], [3.263, -2.804, -0.069], [1.717, -2.975, 0.810], [3.385, -0.481, 0.746], [2.056, -0.589, 1.746], [1.877, 0.243, -0.403]],
  "homo_energy_ha": -0.34771,
  "total_charge": 0,
  "smiles": "CC(C)O.CC(C)O.CC(C)O.CC(C)O.CC(C)O.CC(C)O.CC(C)O.CC(C)O.CCO.CCO.CCO",
  "homo_lumo_gap_ha": 0.36713
}

=====

# 3
{
  "formula": "C7H12N2OS",
  "method": "the ωB97M-V functional and the def2-TZVPD basis",
  "symbols": ["C", "C", "C", "C", "C", "C", "C", "N", "N", "O", "S", "H", "H", "H", "H", "H", "H", "H", "H", "H", "H", "H", "H"],
  "coordinates": [[0.937, 1.747, 0.113], [-0.252, 1.145, 0.234], [1.409, -0.423, 0.035], [-1.423, -1.840, -1.081], [-2.505, -0.647, 0.872], [3.396, 1.165, -0.138], [-1.191, -1.230, 0.296], [1.987, 0.826, 0.147], [-0.170, -0.185, 0.218], [-1.486, 1.658, 0.233], [2.152, -1.882, -0.208], [1.113, 2.759, 0.029], [-0.437, -1.909, -1.397], [-1.945, -2.740, -1.043], [-1.985, -1.114, -1.578], [-2.859, 0.019, 0.106], [-2.333, -0.021, 1.753], [-3.228, -1.545, 1.096], [3.497, 1.478, -1.272], [3.636, 1.909, 0.609], [3.925, 0.271, -0.063], [-0.910, -1.979, 1.047], [-1.328, 2.541, -0.008]],
  "multiplicity": 3,
  "homo_energy_ha": [-0.16295, -0.30256],
  "total_charge": 0,
  "homo_lumo_gap_ha": [0.17653, 0.24537]
}

=====

# 4
{
  "formula": "C4H12CdFNO3Si2",
  "method": "the ωB97M-V functional and the def2-TZVPD basis",
  "symbols": ["C", "C", "F", "C", "Si", "O", "Si", "C", "O", "N", "O", "H", "H", "H", "H", "H", "H", "H", "H", "H", "H", "H", "H", "Cd"],
  "coordinates": [[-0.613, 2.331, 0.497], [-0.229, 2.300, -1.003], [-1.399, 2.530, -1.705], [0.404, 0.994, -1.337], [-0.786, -0.510, -1.556], [0.049, -1.801, -1.011], [-0.283, -3.059, 0.012], [0.707, -2.749, 1.627], [0.988, -1.349, 1.840], [2.247, -1.018, 1.346], [2.461, 0.132, 1.453], [0.275, 2.652, 1.086], [-0.965, 1.409, 0.980], [-1.545, 2.977, 0.534], [0.425, 3.162, -1.228], [0.973, 1.082, -2.270], [1.099, 0.713, -0.545], [-1.114, -0.639, -2.981], [-1.991, -0.272, -0.726], [-1.722, -3.026, 0.344], [0.120, -4.319, -0.625], [0.087, -3.017, 2.488], [1.639, -3.314, 1.684], [-0.826, 4.791, 1.097]],
  "homo_energy_ha": -0.58053,
  "total_charge": 2,
  "homo_lumo_gap_ha": 0.08413
}

=====

# 5
{
  "formula": "C12H13N3OS2",
  "method": "the ωB97M-V functional and the def2-TZVPD basis",
  "symbols": ["H", "N", "C", "S", "C", "C", "N", "C", "C", "O", "N", "C", "C", "C", "C", "C", "C", "S", "C", "H", "H", "H", "H", "H", "H", "H", "H", "H", "H", "H", "H"],
  "coordinates": [[2.126, 0.486, 2.565], [1.770, -0.170, 1.858], [2.703, -0.198, 0.900], [4.154, 0.953, 0.913], [4.428, 0.369, -0.931], [3.388, -0.351, -1.107], [2.449, -0.723, -0.213], [1.405, -1.608, -0.696], [0.148, -1.027, -1.071], [-0.361, -0.867, -2.017], [-0.458, -0.004, -0.053], [-1.593, 0.875, -0.037], [-1.462, 1.884, -0.657], [-2.708, 2.714, -0.831], [-3.870, 2.223, -0.353], [-3.982, 0.821, 0.518], [-2.797, 0.094, 0.480], [-2.784, -1.648, 0.958], [-3.078, -2.349, -0.369], [5.281, 0.761, -1.190], [3.434, -0.799, -2.172], [1.675, -2.104, -1.620], [1.314, -2.132, 0.342], [0.172, -0.296, 0.934], [-0.529, 2.462, -1.071], [-2.701, 3.627, -1.089], [-4.714, 2.757, -0.223], [-4.806, 0.662, 0.693], [-2.222, -2.083, -1.189], [-3.962, -2.002, -0.839], [-3.017, -3.442, -0.257]],
  "homo_energy_ha": -0.28561,
  "total_charge": 0,
  "smiles": "[H]/N=c1\\sccn1CC(=O)Nc1ccccc1SC",
  "homo_lumo_gap_ha": 0.30256
}

=====

# 6
{
  "formula": "C6H10O",
  "method": "the ωB97M-V functional and the def2-TZVPD basis",
  "symbols": ["C", "C", "C", "C", "O", "C", "C", "H", "H", "H", "H", "H", "H", "H", "H", "H", "H"],
  "coordinates": [[1.598, 0.563, 1.001], [0.732, 0.799, -0.249], [0.968, 1.746, -1.286], [-2.023, -1.620, -1.261], [0.177, -0.922, 3.093], [-1.118, -0.600, -1.243], [-0.222, -0.267, -0.234], [2.586, 1.014, 1.016], [0.673, 1.175, 1.206], [1.485, -0.407, 1.468], [1.097, 1.405, -2.315], [0.568, 2.730, -1.112], [-2.038, -2.318, -0.445], [-2.613, -1.796, -2.172], [-0.262, -0.814, 3.944], [-1.079, 0.027, -2.123], [-0.529, -0.712, 0.713]],
  "homo_energy_ha": -0.25570,
  "total_charge": 0,
  "homo_lumo_gap_ha": 0.12724
}

=====

# 7
{
  "formula": "C31H49HoN3O5PS2",
  "method": "the ωB97M-V functional and the def2-TZVPD basis",
  "symbols": ["Ho", "C", "C", "O", "C", "C", "O", "C", "C", "O", "C", "C", "O", "H", "H", "H", "H", "H", "H", "H", "H", "H", "H", "H", "H", "H", "H", "H", "H", "C", "C", "C", "C", "C", "C", "C", "C", "S", "C", "N", "C", "C", "C", "C", "C", "C", "C", "C", "H", "H", "H", "H", "H", "H", "H", "H", "H", "H", "H", "H", "H", "H", "H", "H", "C", "N", "C", "S", "N", "C", "H", "H", "H", "H", "H", "H", "H", "H", "C", "P", "C", "C", "O", "H", "H", "H", "H", "H", "H", "H", "H", "H"],
  "coordinates": [[-0.122, 0.999, 0.982], [-1.284, 3.326, -1.344], [-0.347, 4.372, -0.756], [-0.938, 4.928, 0.374], [-0.005, 5.438, 1.289], [0.817, 4.302, 1.879], [-0.088, 3.198, 2.205], [-1.183, 3.563, 3.059], [-1.952, 2.290, 3.300], [-2.311, 1.721, 2.027], [-3.374, 2.389, 1.339], [-3.133, 2.203, -0.131], [-1.720, 2.304, -0.428], [-0.733, 2.870, -2.146], [-2.124, 3.868, -1.774], [-0.106, 5.147, -1.509], [0.562, 3.800, -0.517], [-0.570, 6.006, 2.053], [0.671, 6.147, 0.776], [1.329, 4.612, 2.768], [1.563, 3.872, 1.222], [-1.784, 4.305, 2.506], [-0.841, 3.921, 4.045], [-2.881, 2.462, 3.825], [-1.279, 1.606, 3.781], [-3.349, 3.421, 1.649], [-4.363, 1.956, 1.565], [-3.655, 2.965, -0.728], [-3.437, 1.193, -0.428], [-0.628, -5.066, -2.954], [0.040, -3.751, -3.351], [0.817, -3.926, -4.683], [-1.005, -2.682, -3.650], [0.975, -3.322, -2.209], [2.152, -4.042, -1.994], [2.964, -3.846, -0.905], [2.571, -2.839, -0.002], [3.415, -2.367, 1.409], [2.199, -1.148, 1.670], [1.250, -1.086, 0.771], [1.417, -2.048, -0.189], [0.630, -2.350, -1.282], [2.261, -0.242, 2.861], [3.260, -0.396, 3.799], [3.283, 0.381, 4.935], [2.334, 1.369, 5.082], [1.390, 1.542, 4.094], [1.271, 0.742, 2.935], [-1.435, -5.296, -3.644], [-1.040, -5.039, -1.969], [0.068, -5.917, -3.011], [0.082, -4.106, -5.472], [1.513, -4.763, -4.583], [1.404, -3.042, -4.968], [-1.615, -2.946, -4.514], [-0.546, -1.721, -3.906], [-1.683, -2.485, -2.829], [2.472, -4.797, -2.738], [3.877, -4.422, -0.801], [-0.274, -1.807, -1.420], [3.993, -1.157, 3.669], [4.032, 0.269, 5.702], [2.273, 2.022, 5.927], [0.687, 2.371, 4.216], [-2.944, -4.753, 0.279], [-2.666, -3.420, -0.223], [-2.687, -2.338, 0.551], [-2.196, -0.833, -0.154], [-3.082, -2.414, 1.831], [-2.958, -1.282, 2.705], [-2.960, -5.388, -0.581], [-3.910, -4.797, 0.729], [-2.174, -5.088, 0.956], [-2.351, -3.304, -1.170], [-3.321, -3.322, 2.201], [-3.375, -0.389, 2.268], [-1.896, -1.134, 2.920], [-3.424, -1.507, 3.629], [3.534, 0.612, -1.540], [1.966, 1.349, -1.941], [1.152, 0.383, -3.194], [2.423, 2.925, -2.610], [1.128, 1.623, -0.748], [4.292, 0.794, -2.311], [3.464, -0.453, -1.348], [3.782, 1.080, -0.593], [1.732, 0.368, -4.119], [0.132, 0.776, -3.317], [0.999, -0.658, -2.857], [3.123, 2.879, -3.455], [2.911, 3.528, -1.826], [1.538, 3.496, -2.961]],
  "multiplicity": 5,
  "homo_energy_ha": [-0.47653, -0.47660],
  "total_charge": 2,
  "homo_lumo_gap_ha": [0.30355, 0.30509]
}

=====

# 8
{
  "formula": "C3H5NOS3",
  "method": "the ωB97M-V functional and the def2-TZVPD basis",
  "symbols": ["C", "C", "C", "H", "H", "H", "H", "H", "N", "O", "S", "S", "S"],
  "coordinates": [[-1.078, -0.536, 1.108], [0.903, -0.718, -0.566], [2.104, 0.054, 0.043], [-2.964, 0.934, -1.475], [-1.694, -0.658, 1.958], [1.284, -1.711, -1.279], [0.108, -0.222, -1.097], [0.551, 2.080, 0.228], [-1.670, 0.030, 0.130], [0.189, -1.175, 0.796], [-3.254, 0.461, -0.153], [1.902, 1.821, 0.379], [3.620, -0.359, -0.072]],
  "homo_energy_ha": -0.32705,
  "total_charge": 0,
  "homo_lumo_gap_ha": 0.30497
}

=====

# 9
{
  "formula": "C5H10O2Ru",
  "method": "the ωB97M-V functional and the def2-TZVPD basis",
  "symbols": ["C", "O", "C", "C", "O", "C", "C", "H", "H", "H", "H", "H", "H", "H", "H", "H", "H", "Ru"],
  "coordinates": [[-2.307, -0.575, -2.200], [-1.046, -0.130, -1.724], [-0.856, -0.340, -0.336], [0.307, 0.505, 0.132], [0.749, -0.038, 1.359], [1.683, 0.665, 2.042], [2.470, 0.097, 2.957], [-2.459, -1.640, -1.970], [-3.111, 0.018, -1.742], [-0.721, -1.414, -0.127], [-1.763, -0.043, 0.215], [-0.012, 1.555, 0.216], [1.185, 0.615, -0.522], [1.885, 1.667, 1.647], [2.462, -0.980, 3.125], [3.233, 0.699, 3.447], [-2.317, -0.434, -3.287], [0.619, -0.229, -3.233]],
  "multiplicity": 6,
  "homo_energy_ha": [-0.43715, -0.43707],
  "total_charge": 1,
  "homo_lumo_gap_ha": [0.28433, 0.17864]
}

=====

# 10
{
  "formula": "C4H5ClOS",
  "method": "the ωB97M-V functional and the def2-TZVPD basis",
  "symbols": ["Cl", "S", "C", "C", "C", "H", "H", "H", "C", "O", "H", "H"],
  "coordinates": [[0.118, 2.778, 0.230], [0.151, 1.242, -1.162], [-1.099, 0.185, -0.603], [-1.749, -0.927, -0.608], [-2.071, -0.036, 0.541], [-2.014, -1.812, -1.190], [-3.018, 0.602, 0.321], [-1.660, -0.240, 1.545], [2.827, -0.445, 0.248], [1.927, -1.272, 0.334], [2.754, 0.676, 0.622], [3.833, -0.752, -0.277]],
  "homo_energy_ha": -0.31619,
  "total_charge": 0,
  "smiles": "ClSC1=CC1.C=O",
  "homo_lumo_gap_ha": 0.30386
}

=====

Let's list electronic energy in order: -801.02830, -2019.74241, -856.69396, -1285.81335, -1500.51674, -309.49239, -3836.55804, -1441.72707, -441.37379, -1088.88340 Ha.